# 1
ORCA calculation (ωB97M-V/def2-TZVPD) on a molecular structure, C29H38N10PRbS2Si.

Geometry as XYZ:
```
82
Properties=species:S:1:pos:R:3:mulliken_charge:R:1
Rb -0.14365 0.25773 -0.41308 0.525
C -0.00089 -0.11017 6.24869 -0.828
N 0.00367 0.48667 4.92427 0.269
C -0.23221 1.80301 4.63974 -0.562
C -0.12040 1.91973 3.28133 -0.528
N 0.17495 0.70607 2.72975 0.355
C 0.24902 -0.14062 3.73244 -0.185
P 0.57926 -1.92723 3.63451 -0.433
C 1.79059 -1.95239 2.28041 -0.350
N 1.61791 -1.52789 1.04865 0.603
C 2.82534 -1.65356 0.42452 -0.613
C 3.74338 -2.17864 1.29204 -0.598
N 3.08252 -2.36582 2.47478 0.273
C 3.66161 -2.91879 3.68799 -0.809
C -0.94212 -2.45431 2.78081 -0.031
N -1.69681 -1.72071 1.99091 0.073
C -2.77340 -2.49889 1.66967 -0.908
C -2.66452 -3.72297 2.27006 -0.377
N -1.49590 -3.69024 2.98080 0.316
C -0.96205 -4.76743 3.79578 -0.840
H -0.20457 0.66825 6.97893 0.308
H -0.77253 -0.87420 6.32975 0.297
H 0.96443 -0.55964 6.47443 0.314
H -0.44990 2.52181 5.41171 0.389
H -0.22336 2.80693 2.67667 0.345
H 2.96457 -1.35071 -0.60219 0.442
H 4.78613 -2.42242 1.17791 0.400
H 4.70647 -3.14850 3.49799 0.305
H 3.60492 -2.20497 4.50762 0.304
H 3.14896 -3.83290 3.98218 0.299
H -3.55097 -2.13601 1.01592 0.498
H -3.29729 -4.59507 2.25567 0.447
H -1.54845 -5.66488 3.61749 0.312
H 0.07357 -4.97240 3.53071 0.301
H -1.01028 -4.51855 4.85539 0.316
C -2.23781 3.63929 0.00479 -0.500
C -3.14123 2.69026 -0.71540 0.308
N -2.88216 1.43683 -0.89585 0.086
C -3.87877 0.79200 -1.59457 0.099
C -4.92311 1.58458 -1.94685 -0.589
S -4.66241 3.18171 -1.39036 -0.246
C -3.70826 -0.63819 -1.89314 -0.519
C -4.56706 -1.43976 -2.57452 -0.431
S -3.93451 -3.02667 -2.67588 -0.307
C -2.53135 -2.51611 -1.78977 0.129
N -2.56121 -1.26713 -1.45736 0.755
C -1.43130 -3.46410 -1.43447 -1.039
H -1.25031 3.18744 0.08715 -0.254
H -2.61569 3.85440 1.00571 0.355
H -2.14381 4.58088 -0.53568 0.428
H -5.81164 1.32646 -2.50018 0.415
H -5.51279 -1.18706 -3.02641 0.455
H -1.16366 -4.09493 -2.28219 0.470
H -1.74080 -4.10587 -0.60720 0.350
H -0.55557 -2.89809 -1.12216 0.015
C 0.05155 -1.84396 -4.37521 -0.673
C 0.71652 -0.49315 -4.46866 0.228
C 1.22079 -0.04194 -5.67594 -0.678
C 1.82478 1.22091 -5.68665 -0.696
C 1.90179 1.95310 -4.53356 -0.319
C 1.37509 1.43417 -3.30523 -0.021
N 0.78180 0.19932 -3.32919 0.408
N 1.42076 2.06929 -2.13135 0.313
Si 2.08689 3.57277 -1.75601 -0.245
C 1.27852 5.04834 -2.61948 -1.036
C 1.81091 3.84169 0.10022 -0.849
C 3.94515 3.73823 -2.05259 -1.030
H -0.14258 -2.26307 -5.36285 0.401
H -0.89107 -1.75184 -3.83372 -0.100
H 0.69113 -2.53897 -3.82346 0.198
H 1.13996 -0.64061 -6.57371 0.357
H 2.22829 1.61962 -6.61165 0.377
H 2.36067 2.93462 -4.53196 0.251
H 0.19657 5.03749 -2.45213 0.224
H 1.44231 5.02512 -3.70048 0.310
H 1.67303 5.99600 -2.23961 0.357
H 0.80368 4.22649 0.29415 0.181
H 2.52003 4.56452 0.51640 0.431
H 1.93174 2.89997 0.64492 0.078
H 4.20502 3.52729 -3.09362 0.293
H 4.49041 3.02446 -1.42707 0.272
H 4.30170 4.74387 -1.81148 0.357
```

Values from the calculation:
ΔE to the lowest compared entry with this formula, charge and spin	16.6	kJ/mol
DFT total energy	-85086.1749	eV
molar mass	735.36	g mol⁻¹
F_max	0.270	eV/Å
gap between HOMO and LUMO	0.213	Ha
HOMO	-5.713	eV
2S+1	1
lowest unoccupied orbital energy	0.07	eV

***

# 2
ORCA calculation (ωB97M-V/def2-TZVPD) on a single C4H4O3 molecule in a non-equilibrium geometry.

Geometry as XYZ:
```
11
Properties=species:S:1:pos:R:3:mulliken_charge:R:1
C 0.03470 2.04982 0.09694 -0.789
C -0.23787 0.70508 -0.03891 0.397
C -1.62106 0.23067 -0.00713 0.207
O -1.92122 -0.97566 -0.08951 -0.557
C 1.01311 -0.31171 -0.08239 0.569
O 2.22050 -0.07542 -0.05800 -0.568
O 0.58322 -1.55754 0.13366 -0.476
H -0.67731 2.88030 -0.03721 0.347
H 1.15686 2.16945 -0.06168 0.283
H -2.31273 1.18326 0.21695 0.184
H -0.36016 -1.40723 0.18167 0.403
```

Values from the calculation:
ΔE to the lowest compared entry with this formula, charge and spin	154.2	kJ/mol
DFT total energy	-10353.6135	eV
molar mass	100.07	g mol⁻¹
F_max	3.570	eV/Å
gap between HOMO and LUMO	0.351	Ha
SMILES	C=C(C=O)C(=O)O
HOMO	-10.791	eV
2S+1	1
lowest unoccupied orbital energy	-1.25	eV

***

# 3
ORCA calculation (ωB97M-V/def2-TZVPD) on 2 unconnected molecules or ions with the total composition C3H3Br2FO2 in a non-equilibrium geometry.

Geometry as XYZ:
```
11
Properties=species:S:1:pos:R:3:mulliken_charge:R:1
C -1.12590 -1.20842 -0.62302 0.592
C -0.84698 0.25295 1.20763 -0.703
C 2.28311 1.39329 -0.60820 0.011
O -1.35414 -2.12167 0.07632 -0.440
O -0.83867 -0.00515 -0.24854 -0.179
F 3.26311 2.18690 -0.87682 -0.039
Br 2.78746 -0.27742 -1.10190 0.000
Br -1.06354 -1.18384 -2.51034 -0.125
H -0.96829 1.33457 1.30470 0.278
H -0.18620 -0.18344 1.91601 0.306
H -1.94996 -0.18777 1.46417 0.298
```

Values from the calculation:
ΔE to the lowest compared entry with this formula, charge and spin	0.0	kJ/mol
DFT total energy	-150053.4212	eV
molar mass	249.86	g mol⁻¹
F_max	5.747	eV/Å
gap between HOMO and LUMO	0.347	Ha
HOMO	-10.040	eV
2S+1	1
lowest unoccupied orbital energy	-0.61	eV

***

# 4
ORCA calculation (ωB97M-V/def2-TZVPD) on a molecular structure, C14H26INO8S in a non-equilibrium geometry.

Geometry as XYZ:
```
51
Properties=species:S:1:pos:R:3:mulliken_charge:R:1
C -1.34712 -5.03660 3.02097 -1.099
C -2.72314 -4.86348 2.39903 -0.240
O -3.46043 -3.81980 3.02429 -0.449
C -3.79491 -2.74890 2.16936 -0.799
C -2.57772 -1.86838 1.89523 -0.082
O -2.95571 -0.50417 1.92830 -0.443
C -1.95282 0.41107 2.17540 0.065
C -0.80921 0.48714 1.15623 -1.485
C 0.56217 -0.06317 1.55560 1.354
N 0.55668 -1.48862 1.58721 -0.410
O 1.52132 0.48424 0.63477 -0.459
C 1.55405 -0.08368 -0.67394 -0.136
C 1.99661 0.98988 -1.62319 -1.342
C 1.07885 0.51351 2.92370 -1.550
I 1.94518 -0.94115 4.23319 0.163
S -0.29577 1.25900 3.83618 1.363
O -0.58796 2.54523 3.29893 -0.615
O -0.04947 1.23018 5.22388 -0.662
O -1.46880 0.21787 3.53813 -0.413
H -1.36877 -4.82375 4.08103 0.290
H -1.05774 -6.07635 2.91446 0.409
H -0.57975 -4.45921 2.52676 0.210
H -2.60292 -4.66784 1.33911 0.255
H -3.27567 -5.78317 2.54571 0.417
H -4.20540 -3.14232 1.24116 0.330
H -4.55193 -2.14876 2.65381 0.356
H -1.82562 -2.13204 2.62692 0.455
H -2.18264 -2.12193 0.90693 0.103
H -2.45294 1.36711 2.16185 0.543
H -0.67771 1.51931 0.87905 0.447
H -1.14091 -0.01600 0.25881 0.517
H 1.48922 -1.86563 1.46438 0.320
H -0.00963 -1.87199 0.84181 0.300
H 0.61998 -0.54830 -0.97455 0.287
H 2.30861 -0.86771 -0.68662 0.254
H 2.90518 1.41683 -1.22663 0.311
H 2.20275 0.61304 -2.61073 0.481
H 1.28279 1.80195 -1.64870 0.270
H 1.82536 1.26604 2.74056 0.673
O 3.57076 2.63985 -3.48271 -0.553
C 2.91122 3.08388 -4.37364 0.537
O 2.05913 2.32047 -5.10251 -0.343
C 1.48352 3.09750 -6.16828 -0.439
C 1.61122 4.54745 -5.71948 -0.480
C 2.89638 4.50874 -4.89338 -0.435
H 2.04378 2.89460 -7.08325 0.273
H 0.45169 2.78783 -6.31290 0.306
H 1.63353 5.25166 -6.54834 0.323
H 0.76997 4.81100 -5.07734 0.268
H 3.78500 4.66177 -5.50702 0.265
H 2.88973 5.21581 -4.06952 0.290
```

Values from the calculation:
DFT total energy	-51743.8540	eV
molar mass	495.33	g mol⁻¹
F_max	1.259	eV/Å
gap between HOMO and LUMO	0.356	Ha
HOMO	-9.365	eV
2S+1	1
lowest unoccupied orbital energy	0.33	eV

***

- Which of these has the highest lowest unoccupied orbital energy?
  C14H26INO8S

***

- Which of these has the highest DFT total energy?
  C4H4O3

***

- Which value of F_max does entry 3 give?
  5.747 eV/Å

***

- 2S+1 of number 3 (C3H3Br2FO2)?
  1